Here is the molecule C8H20N4Si in a non-equilibrium geometry from the Open Molecules 2025 dataset. Energies are from ωB97M-V/def2-TZVPD.

## Properties
E   -825.34208 Eh
Kohn-Sham gap   8.6 eV
2S+1   1
SMILES string   CN1CCN(C)[Si]12N(C)CCN2C

CARTESIAN COORDINATES (ANGSTROEM)
C1 -0.56 -0.64 2.41
C2 -0.43 -1.90 1.66
C3 -0.34 1.63 -2.02
C4 1.09 1.73 -1.72
C5 0.66 1.43 2.45
C6 -0.66 -2.79 -0.50
C7 -2.46 1.02 -1.03
C8 2.58 -0.31 -1.20
N1 0.25 0.29 1.70
N2 -0.62 -1.62 0.24
N3 -1.04 1.17 -0.83
N4 1.38 0.50 -0.93
Si1 0.00 0.06 -0.04
H1 -1.51 -0.31 2.52
H2 -0.14 -0.81 3.38
H3 0.55 -2.33 2.00
H4 -1.22 -2.70 1.98
H5 -0.71 2.59 -2.15
H6 -0.36 1.04 -2.89
H7 1.79 1.91 -2.58
H8 1.23 2.63 -1.09
H9 1.28 1.08 3.34
H10 1.32 2.10 1.91
H11 -0.27 1.88 2.69
H12 -1.72 -3.12 -0.71
H13 -0.08 -2.75 -1.45
H14 -0.19 -3.56 0.05
H15 -2.90 0.39 -0.19
H16 -2.95 2.07 -1.14
H17 -2.61 0.60 -2.04
H18 3.47 0.25 -0.68
H19 2.35 -1.36 -0.84
H20 2.84 -0.19 -2.30

***

Here is the molecule C2H2N2 in a non-equilibrium geometry from the Open Molecules 2025 dataset. Energies are from ωB97M-V/def2-TZVPD.

## Properties
E   -186.65905 Eh
Kohn-Sham gap   7.5 eV
2S+1   1

CARTESIAN COORDINATES (ANGSTROEM)
C1 -0.24 -0.01 -1.94
C2 -0.42 0.40 1.95
N1 -0.18 -0.01 -0.60
N2 -0.20 0.10 0.67
H1 0.67 -0.36 -2.59
H2 0.38 -0.12 2.52

***

Here is a cluster of 2 separate species, C9H13O3 in total in a non-equilibrium geometry from the Open Molecules 2025 dataset. Energies are from ωB97M-V/def2-TZVPD.

## Properties
E   -576.25644 Eh
Kohn-Sham gap (alpha / beta)   7.8 / 7.7 eV
⟨S²⟩   3.80
2S+1   4

CARTESIAN COORDINATES (ANGSTROEM)
O1 -0.15 1.01 5.11
O2 0.86 1.73 5.01
H1 -0.87 -0.70 5.35
C1 -1.27 -1.77 5.28
C2 -0.12 -2.68 5.58
C3 -0.13 -3.51 6.67
C4 -1.24 -3.57 7.54
C5 -2.38 -2.80 7.27
C6 -2.43 -1.92 6.21
C7 -3.65 -1.10 5.93
C8 -3.57 0.32 6.50
C9 -4.81 1.15 6.19
O3 -1.78 -1.98 3.95
H2 0.70 -2.68 4.87
H3 0.74 -4.13 6.89
H4 -1.21 -4.22 8.42
H5 -3.24 -2.87 7.93
H6 -3.78 -1.04 4.84
H7 -4.52 -1.60 6.36
H8 -3.43 0.26 7.58
H9 -2.67 0.82 6.11
H10 -4.73 2.14 6.65
H11 -4.94 1.29 5.11
H12 -5.70 0.66 6.58
H13 -1.17 -1.63 3.29

***

Here is a structure of composition C4H5NO3 in a non-equilibrium geometry from the Open Molecules 2025 dataset. Energies are from ωB97M-V/def2-TZVPD.

## Properties
E   -435.74266 Eh
Kohn-Sham gap   8.2 eV
2S+1   1

CARTESIAN COORDINATES (ANGSTROEM)
C1 -1.16 0.04 -1.07
C2 1.16 -0.72 0.15
C3 0.06 1.27 0.82
C4 -0.46 0.04 0.26
O1 1.91 -0.29 -0.88
N1 -1.12 -0.08 1.41
O2 1.44 -1.64 0.87
O3 0.86 2.00 1.26
H1 2.62 -0.94 -1.01
H2 -1.25 0.24 2.36
H3 -1.53 -0.97 -1.25
H4 -2.02 0.71 -1.05
H5 -0.49 0.35 -1.88

***

Here is a cluster of 2 separate species, C2 in total in a non-equilibrium geometry from the Open Molecules 2025 dataset. Energies are from ωB97M-V/def2-TZVPD.

## Properties
E   -75.60985 Eh
Kohn-Sham gap   5.8 eV
2S+1   1

CARTESIAN COORDINATES (ANGSTROEM)
C1 -0.54 1.16 0.32
C2 0.54 -1.16 -0.32

***

Here is a cluster of 3 separate species, C4H15NO2 in total in a non-equilibrium geometry from the Open Molecules 2025 dataset. Energies are from ωB97M-V/def2-TZVPD.

## Properties
E   -366.59315 Eh
Kohn-Sham gap   9.1 eV
2S+1   1
SMILES string   CC[C@H](C)N.O.O

CARTESIAN COORDINATES (ANGSTROEM)
C1 -1.48 0.95 -0.08
C2 -2.16 -0.39 -0.37
C3 -2.44 -1.28 0.91
C4 -2.50 -0.58 2.26
N1 -3.35 -0.29 -1.16
H1 -1.16 1.42 -1.00
H2 -2.24 1.62 0.33
H3 -0.75 0.85 0.72
H4 -1.38 -0.99 -0.86
H5 -3.20 -1.95 0.54
H6 -1.60 -1.99 0.93
H7 -2.30 -1.20 3.11
H8 -1.99 0.38 2.25
H9 -3.54 -0.22 2.36
H10 -3.33 -0.47 -2.14
H11 -4.23 -0.36 -0.69
H12 6.58 0.49 -2.67
H13 5.22 0.73 -2.08
O1 5.65 0.43 -2.90
H14 6.73 1.61 -0.22
H15 7.12 0.38 0.54
O2 6.34 0.84 0.21

***

Here is the molecule C2H4BrNO2 in a non-equilibrium geometry from the Open Molecules 2025 dataset. Energies are from ωB97M-V/def2-TZVPD.

## Properties
E   -2857.58426 Eh
Kohn-Sham gap (alpha / beta)   7.7 / 5.9 eV
⟨S²⟩   2.01
2S+1   3

CARTESIAN COORDINATES (ANGSTROEM)
C1 0.42 -0.16 -1.74
C2 0.92 0.36 -0.36
N1 1.32 1.79 -0.15
O1 1.49 2.47 -1.12
O2 1.49 2.19 1.00
Br1 2.63 -0.72 0.31
H1 1.30 0.10 -2.47
H2 -0.60 0.14 -1.98
H3 0.18 -1.24 -1.82
H4 0.19 0.07 0.40

***

Here is the molecule C5H8O from the Open Molecules 2025 dataset. Energies are from ωB97M-V/def2-TZVPD.

## Properties
E   -270.46528 Eh
Kohn-Sham gap   10.0 eV
2S+1   1
SMILES string   C=C=C(C)OC

CARTESIAN COORDINATES (ANGSTROEM)
C1 1.13 -0.19 -1.65
O1 1.19 -0.05 -0.24
C2 -0.71 2.10 1.52
C3 -0.47 0.94 0.97
C4 -0.03 -0.16 0.41
C5 -0.63 -1.54 0.40
H1 2.03 0.29 -2.04
H2 1.11 -1.24 -1.96
H3 0.24 0.32 -2.06
H4 -0.26 2.35 2.47
H5 -1.31 2.86 1.02
H6 0.14 -2.23 0.74
H7 -1.51 -1.64 1.04
H8 -0.92 -1.82 -0.62

***

Calculated energy above the lowest of the compared OMol25 structures with the same formula, charge and spin (kcal per mole), listed in the same order as above: 0.0, 136.8, 2.8, 111.6, 168.0, 36.4, 33.7, 58.1